76
Properties=species:S:1:pos:R:3 method="wB97M-V/def2-TZVPD" energy_ha=-3332.35556 total_charge=+1 mol_weight_g_mol=599.7 e_homo_ev="-10.269 / -10.664" lumo_ev="-2.31 / -2.33" relative_energy_kj_mol=139.9 spin_multiplicity=4
V 0.77883 -0.06732 -0.11985
C 4.96011 -1.22361 2.23973
N 3.71882 -1.90403 2.59671
C 3.79823 -2.79045 3.74922
C 2.60646 -1.67242 1.89738
O 2.58691 -0.92718 0.91183
C 1.34962 -2.42317 2.30989
O 0.19529 -1.88575 1.70240
C -0.62330 -1.11248 2.57214
C -0.25746 0.35639 2.48747
O 0.60111 0.73813 1.66263
N -0.83646 1.19900 3.33168
C -0.43876 2.60066 3.37527
C -1.94781 0.81381 4.19351
H 5.41013 -0.78679 3.13071
H 4.74677 -0.43817 1.52346
H 5.66186 -1.93303 1.79807
H 4.79108 -3.23576 3.76940
H 3.07832 -3.60297 3.69670
H 3.65573 -2.23829 4.68101
H 1.24602 -2.43154 3.39530
H 1.45327 -3.45344 1.95745
H -0.53707 -1.45739 3.60635
H -1.64693 -1.25965 2.25450
H 0.44159 2.74863 2.76030
H -0.21442 2.87454 4.40690
H -1.24285 3.23748 3.00579
H -1.60358 0.59991 5.20822
H -2.47750 -0.04711 3.79244
H -2.64926 1.64456 4.23845
C 1.64590 -2.74009 -1.72682
C 1.24882 -1.30199 -1.98276
C -0.01223 -1.00735 -2.54174
C -1.09574 -2.05476 -2.55349
C -0.19376 0.19546 -3.26262
C -1.40260 0.33661 -4.14818
C 0.72354 1.22892 -3.10484
C 0.54603 2.57862 -3.74162
C 1.84370 1.03762 -2.26792
C 2.74878 2.20369 -1.96350
C 2.21508 -0.27015 -1.88647
C 3.68093 -0.56299 -1.66960
H 2.26778 -2.84030 -0.83859
H 2.21869 -3.09823 -2.58564
H 0.78251 -3.38832 -1.61098
H -0.95249 -2.75593 -3.38040
H -2.08031 -1.60866 -2.65821
H -1.11413 -2.61351 -1.62063
H -2.24569 0.76614 -3.59640
H -1.71132 -0.62856 -4.54145
H -1.19833 0.98193 -4.99752
H 1.46171 2.88384 -4.24979
H 0.31624 3.32747 -2.98087
H -0.26539 2.59036 -4.46041
H 3.38492 2.00100 -1.10521
H 2.15795 3.09082 -1.73574
H 3.39217 2.44401 -2.81422
H 4.20126 -0.39646 -2.61539
H 3.85931 -1.58745 -1.36120
H 4.12999 0.09040 -0.92499
O -3.70250 -1.14531 1.64195
S -3.54879 -0.92476 0.22095
O -3.83005 -2.02139 -0.65171
N -2.01900 -0.31515 -0.06411
C -2.10236 0.94490 -0.42931
S -0.73236 1.90501 -0.59258
C -3.46959 1.47909 -0.61600
C -3.85008 2.73512 -1.05965
C -5.20378 3.04194 -1.07848
C -6.15571 2.11562 -0.66472
C -5.77728 0.84316 -0.25085
C -4.43115 0.55181 -0.24794
H -3.10070 3.44509 -1.38494
H -5.52144 4.01999 -1.41514
H -7.20125 2.39213 -0.66551
H -6.51199 0.10808 0.05015